# 1
DFT (ωB97M-V with the def2-TZVPD basis set) results for a molecular structure, C26H27AgN7O2S2.

The geometry in XYZ format:
```
65
Properties=species:S:1:pos:R:3
Ag 0.05 0.46 -1.47
N 2.11 -0.52 4.38
C 2.41 -0.68 3.02
C 2.71 -1.94 2.49
C 2.99 -2.08 1.14
C 2.98 -0.98 0.31
C 2.72 0.28 0.83
C 2.44 0.43 2.18
S 3.40 -1.17 -1.40
O 4.75 -0.70 -1.59
O 3.14 -2.56 -1.74
N 2.27 -0.19 -1.97
C 2.24 0.24 -3.25
N 1.17 1.04 -3.50
C 0.99 1.44 -4.75
C 1.85 1.10 -5.77
C 2.94 0.31 -5.40
N 3.15 -0.12 -4.17
H 1.71 -1.35 4.80
H 1.54 0.29 4.57
H 2.70 -2.80 3.15
H 3.19 -3.06 0.72
H 2.70 1.14 0.17
H 2.20 1.41 2.57
H 0.12 2.06 -4.93
H 1.70 1.43 -6.79
H 3.67 0.01 -6.14
C -0.17 -3.49 -1.39
N -1.38 -2.93 -0.82
C -1.80 -3.29 0.52
C -2.91 -2.26 0.83
N -3.00 -1.51 -0.42
C -2.04 -1.87 -1.30
S -1.76 -1.11 -2.78
H 0.63 -3.45 -0.65
H 0.12 -2.89 -2.26
H -0.32 -4.53 -1.70
H -0.96 -3.19 1.21
H -2.16 -4.32 0.56
H -2.64 -1.62 1.67
H -3.86 -2.75 1.04
H -3.28 -0.54 -0.43
C -1.48 -0.67 3.91
C -0.55 -1.05 2.95
C -0.46 -0.40 1.73
C -1.27 0.71 1.42
C -2.22 1.09 2.41
C -2.32 0.41 3.61
N -1.17 1.30 0.19
C -1.56 2.61 0.02
C -2.07 3.01 -1.24
C -2.41 4.32 -1.50
C -2.28 5.30 -0.52
C -1.79 4.93 0.73
C -1.43 3.62 0.99
H -1.56 -1.19 4.85
H 0.12 -1.88 3.15
H 0.28 -0.71 1.00
H -2.89 1.91 2.21
H -3.06 0.73 4.33
H -2.17 2.25 -2.01
H -2.80 4.59 -2.48
H -2.55 6.33 -0.72
H -1.66 5.68 1.50
H -1.03 3.36 1.96
```

## Properties
DFT total energy	-67598.7866	eV
total charge	-1
Kohn-Sham gap	6.69	eV


# 2
DFT (ωB97M-V with the def2-TZVPD basis set) results for C18H36O in the gas phase at a distorted geometry.

The geometry in XYZ format:
```
55
Properties=species:S:1:pos:R:3
C 5.26 1.03 1.11
C 4.36 1.56 0.00
C 3.96 0.45 -0.99
C 2.52 -0.03 -0.85
C 2.11 -0.47 0.56
C 2.31 -1.96 0.81
C 1.30 -2.90 0.15
C -0.18 -2.61 0.45
C -1.12 -2.86 -0.76
C -1.89 -1.62 -1.17
C -1.07 -0.66 -2.01
C -1.86 0.63 -2.30
C -1.56 1.79 -1.31
C -2.80 2.51 -0.74
C -3.21 2.16 0.67
C -4.03 0.88 0.95
C -3.14 0.24 2.02
C -2.66 1.51 2.73
O -2.18 2.26 1.65
H 5.49 1.84 1.80
H 6.21 0.71 0.70
H 4.81 0.21 1.65
H 3.49 2.03 0.45
H 4.91 2.33 -0.53
H 4.66 -0.37 -0.91
H 4.06 0.85 -1.99
H 2.37 -0.86 -1.54
H 1.84 0.75 -1.18
H 2.69 0.07 1.30
H 1.08 -0.15 0.73
H 3.29 -2.21 0.43
H 2.34 -2.17 1.88
H 1.51 -3.89 0.55
H 1.48 -2.99 -0.91
H -0.34 -1.61 0.83
H -0.51 -3.29 1.23
H -1.85 -3.61 -0.47
H -0.57 -3.26 -1.61
H -2.76 -1.90 -1.76
H -2.27 -1.08 -0.31
H -0.86 -1.13 -2.97
H -0.14 -0.40 -1.52
H -2.93 0.41 -2.26
H -1.66 0.96 -3.32
H -1.02 2.53 -1.90
H -0.89 1.46 -0.53
H -2.57 3.58 -0.72
H -3.65 2.39 -1.40
H -3.92 2.97 0.92
H -4.98 1.09 1.44
H -4.17 0.26 0.08
H -3.56 -0.56 2.63
H -2.22 -0.16 1.61
H -1.91 1.27 3.47
H -3.55 2.00 3.15
```

## Properties
DFT total energy	-21296.8622	eV
structure (SMILES)	CCCCCCCCCCCCCC[C@H]1CCCO1
Kohn-Sham gap	10.54	eV


# 3
DFT (ωB97M-V with the def2-TZVPD basis set) results for 2 unconnected molecules or ions with the total composition C3H5B at a distorted geometry.

The geometry in XYZ format:
```
9
Properties=species:S:1:pos:R:3
B -2.32 0.02 0.08
C 1.43 0.67 -0.01
C 1.48 -0.55 0.47
C 0.40 -0.21 -0.51
H -3.07 0.03 -0.83
H -2.31 0.07 1.32
H 1.73 1.69 -0.06
H 2.18 -1.19 1.01
H 0.48 -0.55 -1.48
```

## Properties
DFT total energy	-3860.3237	eV
Kohn-Sham gap (alpha / beta)	6.91 / 6.79	eV


# 4
DFT (ωB97M-V with the def2-TZVPD basis set) results for H3N2OP in the gas phase at a distorted geometry.

The geometry in XYZ format:
```
7
Properties=species:S:1:pos:R:3
N 0.24 -0.83 -0.19
N -0.36 0.41 -0.24
P -1.06 1.33 -1.38
O -1.51 2.21 -0.30
H 1.21 -0.71 -0.46
H 0.06 -1.17 0.77
H -0.69 1.13 0.49
```

## Properties
DFT total energy	-14363.4495	eV
structure (SMILES)	NNP=O
Kohn-Sham gap	9.27	eV


# 5
DFT (ωB97M-V with the def2-TZVPD basis set) results for 2 unconnected molecules or ions with the total composition C3H8NSi at a distorted geometry.

The geometry in XYZ format:
```
13
Properties=species:S:1:pos:R:3
C -1.94 -0.25 -0.23
C -3.28 0.03 0.19
C 2.33 0.50 -0.01
N -0.81 -0.49 -0.16
Si 1.96 -1.32 0.09
H -3.86 -0.82 0.39
H -3.30 0.77 1.04
H -3.88 0.46 -0.65
H 3.03 0.88 -0.77
H 1.54 1.04 -0.40
H 2.67 0.95 1.08
H 1.82 -2.23 1.38
H 1.49 -1.96 -1.10
```

## Properties
DFT total energy	-12599.1035	eV
total charge	+1
Kohn-Sham gap	9.82	eV


# 6
DFT (ωB97M-V with the def2-TZVPD basis set) results for 2 unconnected molecules or ions with the total composition C7H14N2 at a distorted geometry.

The geometry in XYZ format:
```
23
Properties=species:S:1:pos:R:3
C 1.94 0.87 -0.06
C 0.85 -0.10 -0.01
C 1.71 -1.29 0.16
C -0.27 -0.12 -0.94
C -0.87 1.44 -0.58
C -0.28 -0.17 1.17
C -1.21 -0.89 0.07
H 1.85 2.09 -0.51
H 3.03 0.18 -0.77
H 2.31 1.01 1.18
H 2.10 -1.42 -1.00
H 2.44 -0.78 0.90
H 1.22 -2.37 0.39
H -0.25 -0.47 -2.00
H -0.20 2.33 -1.13
H -1.86 1.40 -1.01
H -1.65 1.37 1.26
H -0.20 -0.28 2.23
H -1.06 -2.12 -0.34
H -3.18 -0.74 -0.81
H -3.12 -0.81 0.87
N -0.68 1.36 0.96
N -2.63 -0.49 -0.04
```

## Properties
DFT total energy	-10458.5061	eV
Kohn-Sham gap	9.95	eV


# 7
DFT (ωB97M-V with the def2-TZVPD basis set) results for a molecular structure, C26H30CuN5O4P.

The geometry in XYZ format:
```
67
Properties=species:S:1:pos:R:3
Cu -0.59 0.53 0.48
C 1.61 -2.38 -1.86
C 2.53 -2.99 -1.00
C 2.58 -2.59 0.32
C 1.72 -1.57 0.77
N 0.86 -0.99 -0.07
C 0.80 -1.40 -1.34
N 1.82 -1.27 2.13
C 1.29 -0.24 2.68
N 0.59 0.79 2.13
C 0.25 1.68 3.10
N -0.38 2.81 3.01
C -0.82 3.35 1.81
C -1.18 4.71 1.86
C -1.64 5.35 0.73
C -1.76 4.63 -0.45
C -1.42 3.29 -0.43
N -0.96 2.66 0.66
C 0.75 1.18 4.42
C 0.67 1.69 5.70
C 1.26 0.97 6.72
C 1.92 -0.23 6.46
C 2.00 -0.74 5.16
C 1.40 -0.01 4.16
H 1.53 -2.67 -2.90
H 3.18 -3.77 -1.36
H 3.25 -3.04 1.03
H 0.06 -0.90 -1.95
H -1.08 5.22 2.81
H -1.91 6.40 0.77
H -2.13 5.07 -1.36
H -1.54 2.67 -1.32
H 0.15 2.63 5.88
H 1.22 1.33 7.74
H 2.38 -0.78 7.28
H 2.51 -1.67 4.94
C -3.98 -2.97 -0.68
C -4.07 -2.19 -1.99
C -2.82 -2.41 -2.83
C -5.31 -2.60 -2.77
O -4.27 -0.79 -1.69
P -3.07 0.24 -1.35
O -2.45 0.80 -2.58
O -2.18 -0.43 -0.34
O -3.92 1.43 -0.67
C -4.72 1.39 0.52
C -4.17 0.46 1.59
C -6.14 0.99 0.13
C -4.70 2.83 1.03
H -3.87 -4.04 -0.88
H -4.89 -2.82 -0.09
H -3.13 -2.62 -0.10
H -2.78 -3.45 -3.15
H -1.93 -2.18 -2.26
H -2.84 -1.76 -3.71
H -5.28 -3.66 -3.00
H -5.37 -2.03 -3.70
H -6.21 -2.39 -2.18
H -4.18 -0.58 1.26
H -4.80 0.56 2.48
H -3.15 0.72 1.84
H -6.15 -0.03 -0.26
H -6.51 1.66 -0.66
H -6.81 1.06 0.99
H -3.69 3.11 1.32
H -5.35 2.93 1.91
H -5.05 3.51 0.26
```

## Properties
DFT total energy	-97026.2021	eV
total charge	-1
Kohn-Sham gap	6.07	eV


# 8
DFT (ωB97M-V with the def2-TZVPD basis set) results for a molecular structure, C18H45F4K3N2O20P3S4 at a distorted geometry.

The geometry in XYZ format:
```
99
Properties=species:S:1:pos:R:3
K -21.05 -2.76 -1.24
K -21.70 -2.39 2.30
K -16.26 -2.10 4.60
N -18.21 -3.24 6.01
S -18.73 -2.41 7.42
O -18.95 -3.21 8.63
O -19.66 -1.34 7.27
F -17.34 -1.66 7.68
S -19.61 -3.70 5.69
O -20.62 -2.74 5.21
O -20.09 -4.78 6.53
F -19.37 -4.53 4.35
N -19.36 -2.87 1.20
S -18.27 -1.53 1.28
O -17.53 -1.19 0.09
O -17.71 -1.22 2.59
F -19.41 -0.34 1.22
S -18.29 -3.88 1.16
O -17.42 -3.91 2.34
O -17.72 -4.08 -0.14
F -19.26 -5.21 1.36
C -14.46 -6.51 -1.65
C -14.91 -6.14 -3.09
O -14.38 -4.98 -3.51
P -14.58 -3.50 -2.76
O -13.98 -2.35 -3.44
O -16.16 -3.47 -2.60
C -16.91 -2.79 -3.55
C -18.29 -3.36 -3.65
O -14.03 -3.68 -1.24
C -14.01 -2.56 -0.39
C -14.13 -3.07 1.06
H -14.81 -7.52 -1.47
H -13.38 -6.53 -1.50
H -14.96 -5.89 -0.91
H -14.46 -6.94 -3.67
H -16.00 -6.12 -3.12
H -16.79 -1.73 -3.31
H -16.45 -3.05 -4.50
H -18.20 -4.44 -3.70
H -18.89 -2.97 -2.83
H -18.81 -2.96 -4.52
H -13.10 -1.97 -0.52
H -14.83 -1.89 -0.62
H -13.17 -3.39 1.45
H -14.32 -2.18 1.66
H -14.92 -3.82 1.20
C -17.88 1.96 -1.75
C -16.46 1.50 -1.87
O -15.55 2.49 -1.43
P -14.98 2.42 0.07
O -16.10 2.53 0.95
O -13.96 3.74 0.11
C -14.21 4.93 0.81
C -13.31 5.04 2.12
O -14.06 1.10 0.14
C -13.14 1.16 1.19
C -13.80 1.09 2.59
H -18.49 1.08 -1.96
H -18.10 2.30 -0.74
H -18.22 2.77 -2.40
H -16.33 0.53 -1.40
H -16.14 1.36 -2.90
H -14.16 5.83 0.20
H -15.23 4.92 1.20
H -13.64 5.93 2.65
H -13.41 4.17 2.78
H -12.23 5.15 1.97
H -12.57 0.23 1.15
H -12.40 1.96 1.17
H -14.30 2.02 2.83
H -14.47 0.23 2.57
H -13.06 0.86 3.36
C -24.67 3.70 2.53
C -23.51 2.78 2.23
O -22.56 2.80 3.28
P -22.58 1.63 4.35
O -22.76 0.28 3.82
O -23.67 2.14 5.45
C -24.16 1.29 6.49
C -23.30 1.65 7.73
O -21.19 1.87 5.16
C -20.02 1.29 4.82
C -19.42 2.06 3.62
H -25.16 3.31 3.42
H -24.40 4.75 2.65
H -25.52 3.55 1.86
H -23.78 1.76 1.98
H -22.90 3.13 1.39
H -25.15 1.73 6.59
H -24.12 0.22 6.25
H -22.91 2.67 7.74
H -23.93 1.66 8.62
H -22.47 0.97 7.93
H -19.29 1.43 5.61
H -20.14 0.22 4.63
H -18.35 1.87 3.53
H -19.77 1.75 2.63
H -19.57 3.13 3.76
```

## Properties
DFT total energy	-194383.3256	eV
2S+1	2
Kohn-Sham gap (alpha / beta)	3.71 / 9.47	eV


# 9
DFT (ωB97M-V with the def2-TZVPD basis set) results for a molecular structure, C42H40GeN3O5Pt.

The geometry in XYZ format:
```
92
Properties=species:S:1:pos:R:3
Pt 0.14 0.26 -0.52
O 1.71 -6.37 -3.88
N 2.17 -5.63 -3.03
O 3.16 -5.88 -2.37
C 1.49 -4.33 -2.81
C 0.41 -4.10 -3.58
C -0.33 -2.89 -3.47
C -1.41 -2.56 -4.31
C -2.03 -1.34 -4.15
C -1.58 -0.47 -3.15
N -0.58 -0.78 -2.35
C 0.05 -1.96 -2.50
C 1.19 -2.22 -1.66
N 1.50 -1.27 -0.74
C 2.62 -1.36 -0.05
C 3.47 -2.45 -0.19
C 3.14 -3.47 -1.05
C 1.97 -3.38 -1.83
H 0.11 -4.85 -4.30
H -1.73 -3.26 -5.07
H -2.85 -1.05 -4.79
H -2.04 0.49 -2.97
H 2.83 -0.52 0.61
H 4.38 -2.50 0.39
H 3.78 -4.33 -1.14
C 0.89 2.86 -2.84
C 2.39 2.71 -2.58
C 2.88 1.30 -2.88
C 2.82 3.22 -1.21
C 3.58 4.39 -1.19
C 4.07 4.92 -0.01
C 3.81 4.25 1.17
C 3.05 3.08 1.21
C 2.80 2.47 2.58
C 1.46 2.90 3.15
C 2.93 0.95 2.66
C 2.53 2.56 0.00
O 1.89 1.39 0.01
H 0.67 2.67 -3.90
H 0.55 3.87 -2.60
H 0.29 2.17 -2.25
H 2.88 3.37 -3.30
H 2.40 0.57 -2.23
H 3.95 1.22 -2.74
H 2.65 1.03 -3.92
H 3.79 4.89 -2.13
H 4.66 5.83 -0.01
H 4.20 4.64 2.11
H 3.59 2.88 3.22
H 0.64 2.52 2.55
H 1.38 3.99 3.17
H 1.34 2.53 4.18
H 2.07 0.47 2.20
H 2.97 0.64 3.71
H 3.85 0.59 2.17
C 0.26 -2.26 2.01
Ge -1.04 -1.06 1.15
C -2.34 -2.27 0.30
C -3.01 -1.94 -0.88
C -3.86 -2.84 -1.50
C -4.07 -4.10 -0.94
C -3.43 -4.44 0.24
C -2.56 -3.53 0.85
C -1.76 0.09 2.56
C -0.99 0.20 3.69
C -1.39 0.99 4.79
C -2.57 1.67 4.75
C -3.40 1.60 3.60
C -4.61 2.32 3.54
C -5.41 2.27 2.43
C -5.01 1.48 1.33
C -3.84 0.78 1.36
C -3.00 0.81 2.50
H -0.22 -2.76 2.86
H 1.13 -1.73 2.37
H 0.58 -3.03 1.30
H -2.85 -0.96 -1.33
H -4.37 -2.56 -2.42
H -4.74 -4.80 -1.42
H -3.59 -5.41 0.68
H -2.06 -3.83 1.76
H -0.04 -0.32 3.76
H -0.75 1.06 5.66
H -2.88 2.29 5.58
H -4.90 2.92 4.39
H -6.34 2.82 2.39
H -5.64 1.44 0.44
H -3.55 0.20 0.50
O -0.89 2.91 1.07
C -1.54 2.62 0.10
O -1.40 1.55 -0.65
H -2.44 3.18 -0.20
```

## Properties
DFT total energy	-118671.8215	eV
2S+1	2
Kohn-Sham gap (alpha / beta)	4.85 / 5.05	eV


# 10
DFT (ωB97M-V with the def2-TZVPD basis set) results for 14 unconnected molecules or ions with the total composition C5H36N2O14 at a distorted geometry.

The geometry in XYZ format:
```
57
Properties=species:S:1:pos:R:3
O 2.12 -2.40 2.03
C 0.98 -2.07 2.30
C 0.67 -0.70 2.87
C 0.65 0.46 1.85
C -0.08 0.01 0.59
C -1.33 0.41 0.34
N -2.08 0.12 -0.86
N 0.61 -0.95 -0.18
H 0.22 -2.83 2.11
H 1.41 -0.40 3.62
H -0.17 -0.72 3.59
H 1.66 0.74 1.46
H 0.12 1.34 2.23
H -1.92 0.97 0.99
H -1.57 0.19 -1.72
H -2.93 0.69 -0.89
H 0.46 -1.02 -1.19
H 1.61 -0.98 -0.05
H 1.67 0.29 -2.22
H 0.62 0.41 -3.38
O 0.78 0.59 -2.44
H 3.72 -0.59 -2.28
H 3.57 -0.20 -0.75
O 3.52 0.17 -1.67
H 0.27 3.88 0.60
H 0.10 3.87 -0.95
O 0.31 4.44 -0.17
H -1.03 -2.48 -0.80
H -2.24 -3.36 -1.17
O -1.32 -3.19 -1.38
H -3.18 -1.52 -0.28
H -4.46 -2.31 -0.22
O -3.51 -2.42 -0.06
H 3.06 1.50 -0.33
H 3.80 1.86 0.92
O 2.94 1.90 0.53
H -2.68 1.90 2.90
H -2.90 0.54 3.52
O -2.23 1.26 3.46
H 2.86 -1.43 1.12
H 4.09 -0.89 1.87
O 3.69 -0.98 1.00
H -0.38 -2.34 -2.88
H -0.30 -1.37 -4.11
O 0.17 -1.96 -3.56
H -0.71 3.13 -2.95
H -0.56 1.98 -2.07
O -0.78 2.92 -2.02
H -3.96 -0.95 1.67
H -3.76 -1.11 3.13
O -4.15 -0.49 2.49
H 2.78 -2.00 -3.81
H 1.44 -1.76 -3.12
O 2.40 -1.85 -2.95
H -1.00 2.59 0.80
H -1.46 4.02 1.12
O -1.59 3.11 1.35
```

## Properties
DFT total energy	-37413.2392	eV
Kohn-Sham gap	7.60	eV